4 unconnected molecules or ions with the total composition C23H33O12P, computed with wB97M-V/def2-TZVPD.

Values from the calculation:
M: 532.5 g mol⁻¹
HOMO energy: -8.326 eV
Kohn-Sham gap: 7.01 eV
Structure (SMILES): CP(O)c1cccc2c1C(=O)C=CC2=O.CCOC(=O)OC.CCOC(=O)OC.CCOC(=O)OC
LUMO energy: -1.31 eV
Electronic energy: -2140.48097 Eh

Each line ends with the natural charge from an NBO analysis.
Geometry (Å):
C 1.7882 -4.2039 4.3084  -0.9489
P 1.5901 -2.4603 3.7748  1.0689
O 1.3226 -2.5300 2.1465  -0.9683
C -0.0135 -1.9956 4.6055  -0.3382
C 0.1382 -0.9195 5.4805  -0.1862
C -0.9479 -0.4146 6.1902  -0.1887
C -2.1959 -0.9749 5.9996  -0.1487
C -2.3723 -2.0457 5.1254  -0.1393
C -1.2835 -2.5844 4.4299  -0.0602
C -1.5306 -3.7484 3.5419  0.4861
O -0.6856 -4.2545 2.8442  -0.5030
C -2.8855 -4.3282 3.5353  -0.2290
C -3.9077 -3.8075 4.2049  -0.2188
C -3.7551 -2.5734 4.9787  0.5171
O -4.7076 -2.0279 5.4707  -0.4986
H 2.4172 -4.7600 3.6269  0.2485
H 2.2429 -4.1160 5.2900  0.2314
H 0.8289 -4.6867 4.4467  0.2333
H 1.1909 -1.6390 1.8172  0.4897
H 1.1152 -0.4772 5.5920  0.2301
H -0.7944 0.4142 6.8621  0.2213
H -3.0378 -0.5686 6.5369  0.2389
H -3.0346 -5.2178 2.9464  0.2318
H -4.8871 -4.2566 4.1898  0.2309
C -6.6527 -0.5365 -1.1622  -0.6385
C -6.6144 -1.9822 -0.7158  -0.0710
O -5.3782 -2.6175 -1.0758  -0.4925
C -4.3443 -2.3413 -0.2842  0.9809
O -4.3721 -1.6651 0.7125  -0.6533
O -3.2808 -3.0017 -0.7436  -0.4930
C -2.0913 -2.7801 0.0166  -0.2490
H -6.4493 -0.4637 -2.2314  0.2121
H -7.6339 -0.1065 -0.9622  0.2184
H -5.9044 0.0555 -0.6370  0.2243
H -7.3865 -2.5566 -1.2241  0.1904
H -6.7776 -2.0749 0.3576  0.1960
H -2.2650 -2.9757 1.0698  0.1926
H -1.7449 -1.7561 -0.1216  0.1764
H -1.3414 -3.4714 -0.3556  0.2060
C 3.6789 4.2737 -1.0705  -0.6386
C 4.0447 3.1702 -0.1015  -0.0712
O 2.8853 2.6362 0.5600  -0.4913
C 2.1679 1.7804 -0.1605  0.9818
O 2.4177 1.4035 -1.2754  -0.6476
O 1.1203 1.3941 0.5747  -0.4982
C 0.2357 0.4951 -0.0931  -0.2668
H 3.1027 5.0490 -0.5635  0.2107
H 4.5799 4.7220 -1.4883  0.2230
H 3.0753 3.8898 -1.8918  0.2233
H 4.6727 3.5584 0.6979  0.1910
H 4.5882 2.3662 -0.5963  0.1976
H 0.7741 -0.3640 -0.4916  0.1964
H -0.2961 1.0089 -0.8923  0.1962
H -0.4849 0.1552 0.6478  0.1938
C 2.2652 2.5537 -5.1527  -0.6391
C 3.1762 2.1428 -6.2880  -0.0707
O 3.5031 3.2539 -7.1377  -0.4934
C 4.4408 4.0740 -6.6695  0.9814
O 5.0578 3.9416 -5.6440  -0.6501
O 4.6265 5.0435 -7.5677  -0.4950
C 5.6045 6.0147 -7.1916  -0.2558
H 1.3744 3.0513 -5.5393  0.2089
H 1.9585 1.6811 -4.5763  0.2265
H 2.7687 3.2463 -4.4795  0.2221
H 2.6757 1.4266 -6.9369  0.1896
H 4.0905 1.6790 -5.9192  0.1961
H 6.5469 5.5384 -6.9308  0.1967
H 5.2431 6.6087 -6.3535  0.1878
H 5.7471 6.6560 -8.0565  0.1951

***

A molecular structure, C23H34BIN13SV, computed with wB97M-V/def2-TZVPD.

Values from the calculation:
M: 713.3 g mol⁻¹
HOMO energy (alpha / beta): -4.615 / -4.618 eV
Kohn-Sham gap (alpha / beta): 6.75 / 6.74 eV
LUMO energy (alpha / beta): 2.13 / 2.13 eV
2S+1: 4
Net charge: -1
Electronic energy: -3273.66573 Eh

Each line ends with the Mulliken spin population.
Geometry (Å):
V 0.3432 -0.0076 -0.1969  3.0357
C 1.6202 -0.8431 4.3689  0.0040
C 1.8853 0.0490 3.1564  0.0352
C 2.7144 1.2732 3.5485  0.0011
C 2.5744 -0.7003 2.0581  0.0144
C 3.7856 -1.4083 2.1258  0.0052
C 4.0049 -1.8683 0.8495  0.0109
N 2.9994 -1.4509 0.0676  0.0154
N 2.1116 -0.7376 0.8054  -0.0612
B 2.7108 -1.7917 -1.3999  -0.0547
N 1.3778 -2.5620 -1.4654  0.0091
C 1.1311 -3.8613 -1.6737  0.0103
C -0.2007 -4.1034 -1.3944  0.0059
C -0.7183 -2.8580 -1.0033  -0.0364
N 0.2496 -1.9474 -1.0518  -0.0341
C -2.1118 -2.4975 -0.5800  0.0905
C -1.1672 -2.0939 1.8214  0.0245
C -3.0191 -3.7271 -0.6348  0.0012
N 2.5674 -0.4836 -2.2157  0.0022
C 3.2721 -0.1212 -3.2926  0.0082
C 2.7995 1.0987 -3.7360  0.0048
C 1.7779 1.4263 -2.8356  -0.0242
N 1.6462 0.4642 -1.9218  0.0301
C 0.8650 2.6169 -2.8529  0.0479
C -0.3955 2.2941 -3.6672  0.0096
C 1.5583 3.8574 -3.4054  -0.0003
H 1.0633 -0.2774 5.1173  0.0000
H 2.5602 -1.1795 4.8157  -0.0001
H 1.0423 -1.7269 4.0907  -0.0002
H 0.9275 0.3997 2.7685  -0.0104
H 3.6887 0.9662 3.9400  0.0003
H 2.1860 1.8460 4.3110  0.0001
H 2.8779 1.9194 2.6842  0.0000
H 4.4044 -1.5535 2.9945  0.0005
H 4.8027 -2.4616 0.4332  0.0010
H 3.6044 -2.4557 -1.8510  -0.0001
H 1.9187 -4.5192 -2.0022  0.0010
H -0.7255 -5.0388 -1.4690  0.0006
H -2.5070 -1.7548 -1.2821  0.0015
H -0.3051 -2.7098 1.5954  -0.0073
H -1.4857 -2.0723 2.8553  0.0005
H -1.6687 -0.1307 1.7364  0.0079
H -2.7017 -4.4714 0.0996  0.0000
H -2.9855 -4.1792 -1.6273  -0.0006
H -4.0457 -3.4471 -0.4167  0.0001
H 4.0590 -0.7559 -3.6643  0.0015
H 3.1521 1.6738 -4.5742  0.0007
H 0.5830 2.8196 -1.8165  -0.0237
H -0.1317 2.1418 -4.7164  0.0008
H -1.1126 3.1175 -3.6174  0.0002
H -0.8780 1.3796 -3.3158  0.0027
H 1.8429 3.7113 -4.4501  -0.0001
H 2.4558 4.0972 -2.8348  0.0003
H 0.8852 4.7153 -3.3623  -0.0002
C -4.9216 2.3751 0.4103  0.0005
C -3.5948 2.4598 1.0598  0.0017
N -3.3463 2.8372 2.2787  0.0005
N -1.9940 2.8059 2.4068  -0.0002
C -1.3901 2.4284 1.2883  -0.0068
S 0.2644 2.3273 0.8677  -0.0283
N -2.4081 2.1867 0.4289  -0.0037
N -2.1788 1.7002 -0.8688  0.0069
H -5.6705 2.6533 1.1480  -0.0001
H -5.1172 1.3592 0.0517  -0.0001
H -4.9821 3.0710 -0.4310  -0.0001
H -1.5513 2.9321 3.3459  0.0005
H -2.8811 2.1043 -1.4818  0.0024
H -1.2831 2.1244 -1.1258  -0.0356
I -0.5117 2.6439 5.4862  -0.0001
N -5.1236 -0.7496 -0.3912  0.0004
C -4.3312 -1.1288 0.3873  -0.0031
N -3.4968 -1.5726 1.2782  0.0000
C -2.2080 -1.8561 0.8130  -0.0118
N -1.1634 -0.7719 1.1317  -0.0556

***

- Look up the electronic energy of the second one.
  -3273.66573 Eh

***

- The lowest M belongs to which entry?
  C23H33O12P

***

- M of number 1 (C23H33O12P)?
  532.5 g mol⁻¹